# 1
80
Properties=species:S:1:pos:R:3:forces:R:3:mulliken_charge:R:1 method="wB97M-V/def2-TZVPD" e_homo_ev=-9.00 multiplicity=1 de_lowest_kcal_mol=93.5 smiles="CB(O)[Si@@H](CCCCNC(C)=O)C(=O)C(F)(F)C(F)(F)C(F)(F)C(=O)O.Clc1ccccc1Cl.Clc1ccccc1Cl.Clc1ccccc1Cl" orbital_gap_ev=7.800
C 5.82652 -2.38494 1.71381 -0.047 0.423 -0.183 -0.989
B 4.20226 -2.37789 1.55101 0.783 -1.854 3.308 0.957
O 3.43001 -3.13975 2.52375 1.996 1.809 -1.143 -0.556
Si 3.39597 -1.34300 0.12156 -2.286 -0.926 -1.160 -0.606
C 1.49126 -1.66870 -0.11157 -0.597 0.769 0.096 0.181
C 0.80766 -0.36616 -0.77086 -0.275 -0.375 -0.336 -0.248
C -0.74183 -0.53838 -1.18189 0.366 0.829 0.401 0.295
C -1.49530 0.87740 -0.88564 1.598 -0.580 -1.037 -0.146
N -1.58007 1.11423 0.59136 -0.920 0.741 0.157 -0.117
C -2.79084 1.86565 0.98278 -1.484 2.832 -0.012 0.351
C -3.74203 1.13907 2.07748 1.278 0.128 -0.729 -0.731
O -3.07117 3.01660 0.54066 1.128 -4.267 1.441 -0.573
C 3.60823 0.56332 0.24954 0.471 2.408 -3.151 0.341
O 3.59620 1.19351 -0.86123 0.300 -1.776 4.389 -0.491
C 3.74237 1.43669 1.58396 -1.596 0.593 1.281 0.970
F 4.32523 0.76811 2.69102 -1.009 1.101 -2.551 -0.266
F 2.38345 1.74069 1.99047 2.724 -0.670 -0.917 -0.313
C 4.47120 2.84993 1.42310 -0.808 2.125 1.736 0.392
F 3.81171 3.73941 0.50530 1.732 -2.565 1.891 -0.183
F 4.33873 3.50810 2.70302 0.377 -1.597 -2.739 -0.316
C 6.03694 2.80158 1.11999 2.178 1.940 -0.026 0.874
F 6.80388 2.01668 2.00999 -2.285 1.492 -1.779 -0.238
F 6.51486 4.15710 1.28579 -1.165 -2.837 -0.299 -0.291
C 6.43785 2.37887 -0.37015 1.693 -3.780 -2.894 0.198
O 6.95059 1.25252 -0.60103 -2.260 4.673 1.740 -0.471
O 6.24636 3.26485 -1.48968 -1.096 -1.445 2.621 -0.477
H 6.15667 -1.61861 2.51480 -0.465 -1.194 -1.155 0.295
H 6.27964 -2.04101 0.72008 -0.270 -0.588 1.443 0.234
H 6.20679 -3.42574 1.99670 -0.345 1.439 -0.375 0.282
H 4.04180 -3.29176 3.28414 -0.725 -0.259 -0.829 0.287
H 4.00751 -1.80261 -1.15019 0.297 0.493 0.022 -0.115
H 1.30060 -2.56798 -0.80586 0.516 1.610 1.336 -0.293
H 1.06973 -1.90293 0.93785 0.422 0.386 -1.737 0.281
H 1.39620 -0.12764 -1.73342 -0.805 -0.048 1.550 0.207
H 0.86497 0.52346 -0.05303 0.190 -1.213 -0.995 -0.070
H -0.81030 -0.74944 -2.30240 -0.022 0.102 1.519 0.398
H -1.17023 -1.40084 -0.57498 0.251 1.353 -0.965 -0.528
H -0.77981 1.68060 -1.31753 -1.740 -1.413 0.541 -0.214
H -2.49569 0.89536 -1.43255 1.227 0.170 1.051 0.465
H -0.76529 1.69762 0.87531 -0.943 -0.519 -0.269 0.214
H -4.03967 0.14065 1.60756 0.174 1.335 0.783 0.119
H -3.08550 0.90712 2.98616 -0.890 0.246 -1.274 0.277
H -4.61957 1.79284 2.39696 1.239 -0.940 -0.743 0.289
H 5.38916 2.96459 -1.89670 0.956 0.352 0.347 0.393
Cl 0.09835 2.64242 -3.23253 0.145 0.182 -0.551 -0.190
C -0.13632 4.34295 -3.03862 0.102 0.263 0.192 0.389
C 0.53469 4.97803 -1.99553 -0.056 0.305 0.024 -0.588
C 0.38649 6.34662 -1.79838 -0.068 -0.108 -0.125 -0.660
C -0.43300 7.08548 -2.64504 -0.005 -0.195 -0.065 -0.430
C -1.10680 6.45385 -3.68519 0.191 0.118 0.275 -0.464
C -0.96199 5.08234 -3.88414 0.003 0.270 0.105 0.453
Cl -1.83127 4.35905 -5.19018 0.068 -0.161 0.030 -0.216
H 1.17688 4.40840 -1.33178 -0.100 -0.059 -0.151 0.602
H 0.91063 6.83689 -0.98466 -0.043 -0.103 -0.081 0.375
H -0.54758 8.15388 -2.49492 -0.019 -0.124 -0.046 0.359
H -1.74569 7.03640 -4.34017 0.043 -0.206 0.005 0.398
Cl -1.16346 -3.54710 0.69170 -0.086 -0.165 -0.077 -0.183
C -0.39930 -5.04153 1.08616 0.023 -0.238 0.169 0.310
C -0.81281 -5.69283 2.24688 0.171 -0.303 0.057 -0.464
C -0.23926 -6.90495 2.61293 0.013 0.117 -0.119 -0.500
C 0.75008 -7.47249 1.81871 -0.024 0.144 -0.096 -0.530
C 1.16831 -6.82496 0.66145 -0.111 -0.097 0.258 -0.485
C 0.59843 -5.60780 0.29080 0.058 -0.288 0.238 0.409
Cl 1.17992 -4.86392 -1.16195 -0.202 -0.339 -0.040 -0.222
H -1.58576 -5.25733 2.87105 0.085 0.072 -0.187 0.412
H -0.56490 -7.40741 3.51778 0.006 0.090 -0.099 0.376
H 1.19666 -8.42019 2.10081 -0.021 0.111 -0.071 0.378
H 1.94237 -7.27408 0.04841 -0.106 0.175 -0.020 0.410
Cl -6.57698 -1.77339 2.11547 0.151 -0.076 -0.055 -0.182
C -7.20803 -1.38501 0.55455 -0.248 0.136 -0.114 0.265
C -8.45896 -0.77445 0.49098 -0.106 0.074 -0.314 -0.424
C -9.01057 -0.43477 -0.73968 0.161 -0.082 0.049 -0.467
C -8.31212 -0.70374 -1.91197 0.110 -0.067 0.145 -0.479
C -7.06473 -1.31610 -1.85232 -0.315 0.154 0.022 -0.398
C -6.51000 -1.65951 -0.62092 -0.179 0.105 -0.210 0.291
Cl -4.96011 -2.42282 -0.61805 0.055 0.006 0.190 -0.128
H -9.00909 -0.56026 1.40102 0.188 -0.085 -0.033 0.393
H -9.98505 0.04024 -0.78428 0.114 -0.053 0.050 0.361
H -8.73929 -0.43669 -2.87287 0.085 -0.048 0.091 0.363
H -6.52682 -1.52439 -2.77096 0.050 -0.034 0.200 0.396


# 2
116
Properties=species:S:1:pos:R:3:forces:R:3:mulliken_charge:R:1 method="wB97M-V/def2-TZVPD" e_homo_ev=-9.14 multiplicity=1 orbital_gap_ev=6.152
O 4.97258 -3.20663 2.29359 -0.470 3.249 -9.437 -0.508
C 4.81847 -2.81192 0.99826 -1.264 -3.980 6.291 0.188
O 3.92495 -3.68568 0.17208 2.001 4.377 0.936 -0.461
C 5.60182 -1.47924 0.36575 1.967 -2.406 -0.698 1.003
F 5.40847 -1.48580 -1.09960 0.328 0.572 4.355 -0.284
F 7.06914 -1.76254 0.58999 -4.761 1.076 -0.845 -0.275
C 5.23472 -0.07839 1.12582 2.095 1.665 2.909 0.374
F 6.55476 0.48568 1.60069 -4.341 -1.696 -1.566 -0.293
F 4.44115 -0.26827 2.39803 2.398 0.418 -4.653 -0.247
C 4.56281 1.08510 0.19634 1.271 2.601 0.461 0.943
F 4.33259 2.26716 1.10869 0.437 -3.804 -2.894 -0.305
F 5.58230 1.55482 -0.78985 -3.324 -1.757 3.070 -0.286
C 3.17890 0.68778 -0.57024 -1.689 1.079 -6.573 0.192
O 3.11015 0.91438 -1.89760 0.601 -1.520 8.808 -0.474
C 1.80837 0.06908 0.17279 1.455 0.473 -0.379 0.165
N 0.63884 0.87527 -0.01237 3.113 -2.655 0.739 0.109
N -0.44343 0.36926 0.51731 1.663 -3.423 1.756 -0.396
C -0.22699 -0.86352 1.21216 -1.972 -1.023 0.816 0.508
C -1.61720 -1.51401 1.89195 1.913 0.877 0.757 -0.725
S -2.46201 -2.72737 0.71589 0.247 -6.964 0.300 0.774
O -3.23350 -3.77825 1.55391 -0.352 8.650 -1.697 -0.422
O -1.47725 -3.51566 -0.19309 -2.361 4.652 2.139 -0.567
N 0.94575 -1.65890 1.41551 -2.920 2.634 -1.104 -0.719
N 2.01716 -1.17879 0.84146 -1.131 3.951 -1.834 0.442
H 3.42602 -3.08660 -0.48347 1.160 -1.156 1.175 0.399
H -2.33642 -0.67007 2.26279 1.243 -1.603 -1.089 0.397
H -1.30141 -2.15289 2.84687 -0.723 1.109 -2.361 0.348
H -3.33043 -1.99739 -0.11687 0.829 -0.147 0.769 0.209
C 3.82481 3.87929 -3.12875 0.278 -0.601 -0.478 0.378
C 5.25350 4.37168 -3.34353 0.061 -0.461 0.654 -0.351
O 5.11884 5.69213 -3.86415 -1.150 0.459 0.023 -0.341
S 3.77778 6.37533 -3.23546 0.261 0.229 -0.082 1.083
O 4.17351 7.19597 -2.11249 -0.866 -0.834 -1.451 -0.542
O 2.96357 6.86792 -4.32211 1.037 -0.331 1.501 -0.563
O 3.09853 5.01188 -2.65448 0.589 1.034 -0.067 -0.195
H 3.37338 3.55587 -4.07223 0.059 -0.018 0.088 0.204
H 3.77421 3.06283 -2.40342 -0.079 0.364 -0.083 -0.406
H 5.81233 3.73886 -4.03708 -0.135 0.313 -0.045 0.341
H 5.79486 4.43675 -2.39378 -0.047 -0.103 -0.073 0.320
C -1.31371 -8.45623 2.49003 -0.127 -0.513 -0.123 -0.331
C -1.09722 -8.40982 0.97983 0.543 0.107 0.092 -0.390
O -2.21537 -7.69083 0.46447 -0.065 -0.295 0.514 -0.334
S -2.68734 -6.58450 1.56615 0.728 0.378 -0.765 0.989
O -2.10207 -5.31188 1.20693 1.202 -6.170 0.607 -0.404
O -4.09964 -6.75960 1.81344 7.628 -1.630 -5.996 -0.574
O -1.85962 -7.18446 2.83611 0.061 0.375 -1.007 -0.308
H -2.04446 -9.22544 2.75998 0.082 0.009 -0.022 0.249
H -0.38267 -8.63268 3.03530 -0.189 0.254 -0.018 0.336
H -1.04205 -9.40674 0.53613 -0.213 0.198 -0.012 0.317
H -0.19052 -7.84931 0.72875 0.013 -0.112 0.075 0.282
C 0.21175 8.08478 -0.82887 0.822 -0.021 -0.415 -0.350
C 0.25478 6.63964 -1.31819 -0.395 0.439 -0.734 0.460
O 0.19598 5.84371 -0.13674 -0.287 0.617 1.261 -0.154
S -0.69582 6.62411 0.98402 -0.035 -0.128 -0.606 1.080
O -2.04107 6.09560 0.93826 1.623 0.751 0.584 -0.571
O 0.07507 6.71009 2.20252 -1.084 -0.360 -1.259 -0.595
O -0.70032 8.08879 0.26808 -0.389 -1.152 0.531 -0.303
H 1.19107 8.40489 -0.45874 -0.066 -0.037 -0.099 0.333
H -0.12523 8.77438 -1.60745 -0.143 -0.130 0.285 0.325
H 1.16130 6.41927 -1.88689 -0.164 -0.102 0.357 -0.483
H -0.62359 6.40384 -1.92827 0.124 0.040 -0.014 0.256
C 7.73855 -4.73945 0.77299 -0.250 0.618 -0.165 -0.146
C 6.92780 -5.28623 -0.39895 -0.371 -0.209 0.592 -0.112
O 7.89544 -5.73426 -1.34538 0.981 0.086 0.381 -0.364
S 9.21239 -6.26780 -0.54451 0.360 -0.334 -0.040 1.078
O 9.11887 -7.70630 -0.43008 0.414 1.886 -0.166 -0.535
O 10.37441 -5.59436 -1.07612 -1.463 -1.101 0.532 -0.534
O 8.85457 -5.61791 0.90722 0.029 -0.745 -0.914 -0.361
H 8.11900 -3.73629 0.55507 -0.076 -0.210 0.033 0.232
H 7.15923 -4.71460 1.69983 0.242 -0.164 -0.097 0.260
H 6.27547 -4.53042 -0.84278 0.271 -0.164 -0.155 0.205
H 6.32820 -6.15048 -0.09416 -0.032 0.151 0.022 0.297
C -2.86429 7.79773 3.93997 0.557 -0.093 -0.526 -0.279
C -1.59559 7.59130 4.76309 -0.117 -0.732 -0.137 -0.096
O -1.48856 8.75375 5.58165 -1.022 0.773 0.006 -0.332
S -2.98700 9.28773 5.94213 0.012 0.122 0.269 1.079
O -3.34338 8.78324 7.24966 0.249 0.909 -1.619 -0.540
O -3.07149 10.68550 5.58788 0.113 -1.704 0.740 -0.529
O -3.79550 8.41906 4.82426 0.464 0.343 0.981 -0.336
H -2.68394 8.47870 3.10194 0.026 -0.099 0.026 0.298
H -3.26862 6.85518 3.56131 -0.076 0.229 0.192 0.292
H -0.70716 7.47708 4.13746 -0.201 0.264 0.254 0.204
H -1.69054 6.72182 5.42212 -0.029 0.013 -0.110 0.277
C -1.36429 0.62664 -5.24798 0.669 -0.020 -0.370 -0.365
C -0.09559 0.42021 -4.42486 -0.334 -0.632 -0.027 -0.341
O 0.01144 1.58266 -3.60630 -0.600 0.716 0.014 -0.155
S -1.48700 2.11664 -3.24582 -0.169 -0.261 -0.163 0.996
O -1.84338 1.61216 -1.93829 0.235 0.896 -1.390 -0.518
O -1.57149 3.51442 -3.60007 0.154 -1.648 0.802 -0.579
O -2.29550 1.24797 -4.36369 3.147 -0.126 3.894 -0.127
H -1.18394 1.30761 -6.08602 -0.010 -0.126 0.073 0.290
H -1.76862 -0.31591 -5.62665 -0.095 0.248 0.216 0.328
H 0.79284 0.30599 -5.05049 -0.086 0.263 0.189 0.324
H -0.19054 -0.44927 -3.76583 0.017 -0.009 -0.114 0.233
C -6.72942 0.88066 -5.08330 -0.156 -0.024 0.693 -0.318
C -6.83611 2.37574 -4.79511 -0.682 -0.145 -0.260 -0.349
O -5.53925 2.90178 -5.06753 0.765 -0.838 -0.446 -0.309
S -4.85785 2.03534 -6.26978 -0.088 0.352 -0.795 0.959
O -5.06375 2.74712 -7.51159 0.468 -0.989 1.531 -0.590
O -3.55922 1.58308 -5.82772 -4.091 1.328 -3.405 -0.359
O -5.88839 0.77267 -6.23055 0.414 0.930 -0.135 -0.336
H -6.24519 0.35321 -4.25513 -0.088 0.062 -0.025 0.266
H -7.70459 0.42782 -5.28142 0.260 0.070 -0.189 0.316
H -7.12634 2.58112 -3.76198 0.311 0.042 -0.151 0.326
H -7.54598 2.85847 -5.47509 -0.002 -0.089 0.098 0.293
C -7.03437 -8.11287 5.33175 -0.088 -0.006 0.611 -0.337
C -7.14106 -6.61778 5.61994 -0.524 -0.084 -0.284 -0.387
O -5.84420 -6.09174 5.34752 0.561 -0.751 0.175 -0.320
S -5.16280 -6.95818 4.14527 -0.709 0.970 -0.792 1.312
O -5.36870 -6.24640 2.90346 -5.572 0.753 7.649 -0.447
O -3.86417 -7.41044 4.58733 -1.675 0.691 -0.507 -0.575
O -6.19334 -8.22086 4.18450 0.364 0.709 -0.101 -0.335
H -6.55014 -8.64032 6.15992 -0.092 0.061 -0.017 0.290
H -8.00955 -8.56571 5.13363 0.253 0.063 -0.190 0.306
H -7.43129 -6.41240 6.65307 0.283 0.034 -0.141 0.319
H -7.85093 -6.13505 4.93996 -0.014 -0.095 0.082 0.282